C7H11N4S | ωB97M-V with the def2-TZVPD basis set

M in g mol⁻¹: 183.3
Lowest unoccupied orbital energy (alpha / beta) in eV: -4.16 / -4.16
SMILES string: CS[C@@H]1NC=[NH+]c2c(C)ncn21
DFT total energy in eV: -24225.7175
Energy relative to the best compared isomer or geometry (same formula, charge and spin) in eV: 0.423
HOMO-LUMO gap (alpha / beta) in eV: 8.248 / 8.249
Net charge: +1

Last column: Löwdin charge in e.
Atoms and positions in Å:
C (2.47, -0.16, 1.66)  -0.35
S (2.93, -0.99, 0.11)  0.92
C (1.61, -0.38, -0.96)  -0.48
N (1.66, 1.09, -1.05)  0.08
C (0.57, 1.91, -0.97)  -0.02
N (-0.66, 1.50, -0.68)  0.16
C (-0.82, 0.15, -0.35)  -0.18
C (-1.95, -0.63, 0.02)  -0.19
C (-3.46, -0.25, 0.34)  -0.01
N (-1.57, -1.95, 0.13)  0.14
C (-0.34, -1.96, -0.20)  -0.18
N (0.23, -0.77, -0.44)  0.01
H (1.50, -0.51, 1.92)  0.02
H (2.38, 0.93, 1.55)  0.05
H (3.07, -0.45, 2.47)  0.03
H (1.82, -0.85, -1.88)  0.10
H (2.55, 1.45, -1.35)  0.15
H (0.68, 3.00, -1.22)  0.18
H (-1.44, 2.15, -0.48)  0.20
H (-3.83, -1.14, 0.81)  0.06
H (-3.52, 0.53, 1.07)  0.05
H (-4.17, 0.10, -0.53)  0.12
H (0.29, -2.78, 0.02)  0.13

---

C7H11N5O | ωB97M-V with the def2-TZVPD basis set

M in g mol⁻¹: 181.2
Lowest unoccupied orbital energy in eV: 0.83
SMILES string: Nc1ncnc(N2CCOCC2)n1
DFT total energy in eV: -16934.6532
Energy relative to the best compared isomer or geometry (same formula, charge and spin) in eV: 1.419
HOMO-LUMO gap in eV: 9.435
Net charge: 0

Last column: Löwdin charge in e.
Atoms and positions in Å:
N (3.61, -1.53, 0.46)  0.14
C (2.80, -0.49, 0.03)  -0.41
N (3.37, 0.80, 0.06)  0.10
C (2.48, 1.76, -0.05)  -0.25
N (1.18, 1.61, 0.09)  0.12
C (0.80, 0.35, -0.25)  -0.36
N (-0.51, 0.14, -0.55)  -0.03
C (-1.11, -1.16, -0.68)  -0.14
C (-2.30, -1.30, 0.26)  -0.17
O (-3.27, -0.20, 0.23)  -0.14
C (-2.58, 0.95, 0.54)  -0.29
C (-1.44, 1.25, -0.33)  -0.15
N (1.57, -0.72, -0.40)  0.17
H (4.62, -1.34, 0.43)  0.11
H (3.30, -2.50, 0.39)  0.10
H (2.88, 2.75, -0.22)  0.11
H (-1.77, -1.15, -1.53)  0.11
H (-0.37, -1.94, -0.83)  0.12
H (-1.93, -1.25, 1.37)  0.14
H (-2.83, -2.30, 0.02)  0.15
H (-2.30, 0.83, 1.65)  0.15
H (-3.24, 1.87, 0.50)  0.15
H (-1.90, 1.50, -1.36)  0.16
H (-1.06, 2.08, 0.18)  0.09

---

C7H11NO | ωB97M-V with the def2-TZVPD basis set

M in g mol⁻¹: 125.2
Lowest unoccupied orbital energy in eV: 1.01
SMILES string: N[C@@H]1[C@H]2CC[C@@]3(CO3)[C@H]12
DFT total energy in eV: -10968.8413
Energy relative to the best compared isomer or geometry (same formula, charge and spin) in eV: 6.435
HOMO-LUMO gap in eV: 9.855
Net charge: 0

Last column: Löwdin charge in e.
Atoms and positions in Å:
N (0.44, 1.75, 2.10)  0.02
C (1.16, 0.94, 1.05)  -0.25
C (0.68, 1.02, -0.36)  -0.19
C (1.02, 0.35, -1.68)  -0.14
C (-0.21, -0.64, -1.72)  -0.07
C (-0.46, -0.86, -0.20)  -0.46
C (-1.38, -1.90, 0.36)  -0.04
O (-1.80, -0.54, 0.14)  -0.07
C (0.67, -0.27, 0.41)  -0.19
H (-0.45, 2.08, 1.48)  0.14
H (1.09, 2.63, 2.20)  0.11
H (2.24, 0.89, 1.12)  0.15
H (-0.34, 1.34, -0.59)  0.14
H (1.22, 0.88, -2.69)  0.13
H (2.00, -0.13, -1.49)  0.11
H (-1.16, -0.32, -2.12)  0.11
H (-0.12, -1.63, -2.27)  0.13
H (-1.48, -1.97, 1.47)  0.12
H (-2.05, -2.60, -0.27)  0.14
H (1.46, -0.84, 0.09)  0.11

---

C7H11NO | ωB97M-V with the def2-TZVPD basis set

M in g mol⁻¹: 125.2
Lowest unoccupied orbital energy in eV: 0.93
SMILES string: C[C@]12CC=C[C@]1(N)CO2
DFT total energy in eV: -10966.7224
Energy relative to the best compared isomer or geometry (same formula, charge and spin) in eV: 8.554
HOMO-LUMO gap in eV: 9.538
Net charge: 0

Last column: Löwdin charge in e.
Atoms and positions in Å:
C (-0.61, -0.67, -1.75)  -0.05
C (0.16, 0.02, -0.74)  -0.50
C (1.53, -0.38, -0.31)  -0.19
C (1.43, -1.38, 0.79)  -0.05
C (0.09, -1.32, 1.29)  0.02
C (-0.48, 0.12, 0.73)  -0.25
N (0.22, 1.17, 1.59)  0.02
C (-1.47, 1.19, -0.12)  -0.08
O (-0.20, 1.49, -0.92)  -0.12
H (-0.25, -0.30, -2.78)  0.11
H (-0.65, -1.93, -1.74)  0.16
H (-1.73, -0.30, -1.66)  0.09
H (2.16, -0.61, -1.16)  0.12
H (2.03, 0.45, 0.06)  0.09
H (2.44, -1.94, 1.06)  0.15
H (-0.34, -1.95, 2.10)  0.08
H (-0.07, 1.11, 2.52)  0.03
H (-0.33, 2.09, 0.98)  0.13
H (-2.56, 1.03, -0.57)  0.14
H (-1.36, 2.11, 0.61)  0.09

---

C7H11NO | ωB97M-V with the def2-TZVPD basis set

M in g mol⁻¹: 125.2
Lowest unoccupied orbital energy in eV: 0.91
SMILES string: C=CC(=C)N(C)C(=C)O
DFT total energy in eV: -10972.5279
Energy relative to the best compared isomer or geometry (same formula, charge and spin) in eV: 2.748
HOMO-LUMO gap in eV: 9.362
Net charge: 0

Last column: Löwdin charge in e.
Atoms and positions in Å:
C (-3.02, 0.56, -0.41)  0.00
C (-2.01, 0.01, 0.25)  -0.11
C (-0.50, 0.55, 0.18)  -0.35
C (-0.25, 1.85, 0.28)  0.06
N (0.33, -0.53, 0.15)  -0.10
C (0.20, -1.51, -0.91)  -0.06
C (1.77, -0.23, 0.60)  -0.37
C (2.87, -0.53, -0.08)  0.06
O (1.86, 0.32, 1.84)  0.05
H (-2.87, 1.35, -1.13)  0.06
H (-4.04, 0.23, -0.26)  0.05
H (-2.16, -0.80, 0.95)  0.10
H (-1.06, 2.55, 0.39)  0.06
H (0.75, 2.24, 0.23)  0.07
H (0.81, -2.37, -0.66)  0.09
H (-0.85, -1.81, -0.98)  0.08
H (0.51, -1.11, -1.88)  0.09
H (2.84, -0.88, -1.10)  0.05
H (3.84, -0.45, 0.40)  0.06
H (0.97, 0.55, 2.15)  0.10

---

C7H11NO2 | ωB97M-V with the def2-TZVPD basis set

M in g mol⁻¹: 141.2
Lowest unoccupied orbital energy in eV: 0.75
SMILES string: C#C[C@@H](C)[C@](C)(N)C(=O)O
DFT total energy in eV: -13021.3201
Energy relative to the best compared isomer or geometry (same formula, charge and spin) in eV: 1.962
HOMO-LUMO gap in eV: 10.533
Net charge: 0

Last column: Löwdin charge in e.
Atoms and positions in Å:
C (2.82, 0.29, -0.23)  0.14
C (1.79, -0.31, -0.31)  -0.14
C (0.51, -0.95, -0.40)  -0.28
C (0.33, -2.11, 0.57)  -0.05
C (-0.67, 0.27, -0.19)  -0.42
C (-0.53, 1.31, -1.29)  -0.01
N (-0.56, 0.91, 1.11)  0.08
C (-2.05, -0.39, -0.30)  -0.52
O (-2.34, -1.19, -1.15)  0.12
O (-2.91, 0.02, 0.64)  0.12
H (3.75, 0.79, -0.20)  0.02
H (0.34, -1.30, -1.42)  0.14
H (0.41, -1.79, 1.61)  0.08
H (-0.63, -2.59, 0.40)  0.08
H (1.12, -2.84, 0.38)  0.09
H (0.47, 1.72, -1.29)  0.08
H (-0.74, 0.87, -2.26)  0.10
H (-1.25, 2.12, -1.11)  0.10
H (-0.34, 0.23, 1.83)  0.09
H (0.19, 1.59, 1.10)  0.10
H (-2.44, 0.66, 1.21)  0.10

---

C7H11NO2S | ωB97M-V with the def2-TZVPD basis set

M in g mol⁻¹: 173.2
Lowest unoccupied orbital energy in eV: -0.60
DFT total energy in eV: -23851.6232
Energy relative to the best compared isomer or geometry (same formula, charge and spin) in eV: 5.295
HOMO-LUMO gap in eV: 7.956
Net charge: 0

Last column: Löwdin charge in e.
Atoms and positions in Å:
C (0.12, 0.31, -0.26)  0.09
C (3.07, 1.63, -0.94)  -0.12
C (2.28, -0.38, 0.12)  -0.79
C (-1.88, -0.24, 1.13)  -0.07
C (-2.23, 1.13, -0.85)  -0.11
C (0.63, -2.14, 0.13)  -0.08
C (-1.33, 0.03, -0.27)  -0.45
N (0.93, -0.76, -0.02)  -0.14
O (2.52, 0.90, 0.04)  -0.10
O (3.29, 2.82, -0.56)  0.13
S (3.45, -1.48, 0.60)  0.75
H (-1.66, 0.59, 1.78)  0.09
H (-1.62, -1.16, 1.45)  0.02
H (-2.97, -0.25, 1.02)  0.09
H (-3.25, 0.82, -0.87)  0.06
H (-1.85, 1.26, -1.84)  0.06
H (-2.30, 2.12, -0.33)  0.10
H (0.08, -2.30, 1.03)  0.09
H (0.14, -2.42, -0.84)  0.13
H (1.44, -2.75, 0.22)  -0.01
H (-1.75, -0.86, -0.93)  0.17
H (2.87, 3.10, 0.19)  0.08

---

C7H11NO4S | ωB97M-V with the def2-TZVPD basis set

M in g mol⁻¹: 205.2
Lowest unoccupied orbital energy (alpha / beta) in eV: 5.58 / 5.58
DFT total energy in eV: -27948.4502
Energy relative to the best compared isomer or geometry (same formula, charge and spin) in eV: 3.615
HOMO-LUMO gap (alpha / beta) in eV: 5.039 / 5.039
Net charge: -2

Last column: Löwdin charge in e.
Atoms and positions in Å:
C (0.52, 0.32, 3.24)  0.09
C (0.28, 0.16, 2.06)  -0.10
C (0.06, 3.30, 3.33)  -0.46
C (0.52, -1.25, 0.00)  -0.14
C (-1.64, -0.53, 0.88)  -0.09
C (-0.13, 1.23, -0.14)  -0.12
C (-0.18, -0.10, 0.67)  -0.68
N (-1.05, 2.93, 3.49)  0.04
O (-3.13, 1.99, 4.80)  -0.38
O (1.16, 3.70, 3.26)  0.11
O (-2.10, 4.11, 5.49)  -0.41
O (-0.96, 1.99, 5.91)  -0.35
S (-1.87, 2.69, 5.07)  0.42
H (-1.44, -0.30, -2.74)  -0.42
H (0.39, 0.13, 4.22)  0.00
H (1.71, -1.05, 0.16)  0.12
H (0.37, -2.25, 0.54)  0.08
H (0.10, -1.37, -1.02)  -0.02
H (-1.73, -0.87, 1.97)  0.10
H (-1.75, -1.27, 0.03)  0.05
H (-2.35, 0.35, 0.69)  0.09
H (-0.68, 1.01, -1.07)  -0.08
H (0.87, 1.67, -0.31)  0.07
H (-0.74, 1.95, 0.48)  0.08

---

C7H11NOS | ωB97M-V with the def2-TZVPD basis set

M in g mol⁻¹: 157.2
Lowest unoccupied orbital energy in eV: 0.04
SMILES string: O=CCCCCCN=C=S
DFT total energy in eV: -21805.5101
Energy relative to the best compared isomer or geometry (same formula, charge and spin) in eV: 4.118
HOMO-LUMO gap in eV: 9.098
Net charge: 0

Last column: Löwdin charge in e.
Atoms and positions in Å:
O (1.49, 2.39, 0.26)  -0.06
C (2.05, 1.52, -0.55)  -0.21
C (3.09, 0.57, -0.06)  -0.18
C (2.94, -0.94, -0.57)  -0.20
C (1.83, -1.76, 0.03)  -0.22
C (0.23, -1.50, -0.03)  -0.20
C (-0.25, -0.49, 0.96)  -0.27
N (-1.48, 0.37, 0.83)  0.02
C (-2.66, 0.00, 0.30)  -0.71
S (-4.01, 0.14, -0.52)  0.68
H (1.41, 1.21, -1.65)  0.19
H (4.02, 1.00, -0.27)  0.08
H (3.06, 0.72, 1.07)  0.14
H (3.92, -1.50, -0.56)  0.14
H (2.58, -0.80, -1.58)  0.08
H (2.04, -2.76, -0.07)  0.06
H (2.29, -1.68, 1.09)  0.13
H (-0.43, -2.45, -0.01)  0.12
H (0.09, -1.22, -1.22)  0.15
H (0.69, 0.25, 1.25)  0.14
H (-0.45, -1.12, 1.87)  0.12

---

C7H11NOSSi | ωB97M-V with the def2-TZVPD basis set

M in g mol⁻¹: 185.3
Spin multiplicity: 3
Lowest unoccupied orbital energy (alpha / beta) in eV: 0.51 / -3.27
DFT total energy in eV: -29683.9738
HOMO-LUMO gap (alpha / beta) in eV: 6.740 / 6.463
Net charge: 0
<S²>: 2.03

Last column: Löwdin charge in e.
Atoms and positions in Å:
C (-0.78, 0.59, 3.44)  -0.39
C (-0.56, -0.88, 1.83)  -0.33
C (-0.29, 0.30, 1.07)  -0.51
C (-0.67, -2.22, 1.28)  -0.30
C (-0.77, -0.67, -1.98)  -0.21
C (2.03, -0.20, -1.09)  -0.19
C (0.10, 2.26, -1.33)  -0.20
N (-0.89, -0.64, 3.09)  0.07
O (-0.99, -3.17, 1.85)  0.10
Si (0.18, 0.43, -0.77)  0.51
S (-0.36, 1.65, 2.12)  0.95
H (-0.89, 0.88, 4.46)  0.08
H (-0.22, -2.41, 0.21)  0.13
H (-1.58, -1.33, -1.47)  0.04
H (-1.38, 0.09, -2.53)  0.03
H (-0.25, -1.32, -2.74)  0.05
H (2.06, -1.24, -1.39)  0.00
H (2.53, 0.36, -1.90)  0.03
H (2.67, -0.20, -0.16)  0.03
H (-0.93, 2.50, -0.89)  0.05
H (0.88, 2.67, -0.71)  0.01
H (0.12, 2.55, -2.39)  0.04